[1]
{
  "formula": "C2",
  "method": "ωB97M-V/def2-TZVPD",
  "symbols": ["C", "C"],
  "positions_angstrom": [[0.000, 0.000, 1.275], [0.000, 0.000, -1.275]],
  "atomic_forces_ev_per_a": [[0.0, 0.0, -4.7], [0.0, 0.0, 4.7]],
  "homo_lumo_gap_ev": 6.004,
  "multiplicity": 1,
  "e_homo_ha": -0.3025,
  "relative_energy_kcal_mol": 158.21,
  "lumo_energy_ev": -2.228,
  "energy_ev": -2057.871
}

***

[2]
{
  "formula": "C9H24O3",
  "method": "ωB97M-V/def2-TZVPD",
  "symbols": ["C", "C", "C", "O", "H", "H", "H", "H", "H", "H", "H", "H", "C", "C", "C", "O", "H", "H", "H", "H", "H", "H", "H", "H", "C", "C", "C", "O", "H", "H", "H", "H", "H", "H", "H", "H"],
  "positions_angstrom": [[1.724, 0.754, -0.280], [2.803, 1.721, 0.272], [3.282, 2.672, -0.814], [2.262, 2.457, 1.379], [2.222, -0.096, -0.747], [1.243, 1.328, -1.075], [1.011, 0.512, 0.501], [3.698, 1.161, 0.570], [3.646, 2.084, -1.658], [4.120, 3.263, -0.441], [2.490, 3.330, -1.171], [2.181, 1.807, 2.085], [1.209, -4.111, 2.809], [0.325, -3.708, 1.649], [-0.304, -2.358, 1.804], [1.026, -3.771, 0.389], [1.914, -3.313, 3.057], [1.765, -5.031, 2.618], [0.592, -4.302, 3.689], [-0.464, -4.473, 1.565], [0.447, -1.568, 1.876], [-0.788, -2.340, 2.787], [-1.054, -2.153, 1.046], [1.749, -4.396, 0.481], [-3.683, 1.295, -2.929], [-3.412, 1.509, -1.437], [-1.963, 1.825, -1.207], [-4.241, 2.591, -0.985], [-3.438, 0.252, -3.175], [-3.092, 1.920, -3.596], [-4.755, 1.352, -3.112], [-3.748, 0.610, -0.924], [-1.675, 2.759, -1.702], [-1.254, 1.090, -1.598], [-1.674, 1.974, -0.163], [-4.165, 3.354, -1.561]],
  "atomic_forces_ev_per_a": [[1.0, 1.1, -0.4], [-0.3, -0.3, -0.4], [0.1, 0.0, 0.3], [0.5, -0.2, -0.3], [-0.3, -0.3, 0.2], [-0.5, -0.3, 0.1], [0.0, -0.4, -0.1], [-0.2, -0.1, 0.4], [0.0, 0.0, 0.0], [-0.1, 0.1, -0.1], [0.0, 0.0, 0.1], [-0.1, 0.2, 0.1], [0.1, 0.3, 0.4], [0.0, -1.2, -0.9], [0.0, 0.2, 0.9], [0.1, 0.4, 0.3], [0.1, -0.1, 0.0], [0.0, 0.0, -0.1], [0.0, 0.1, 0.0], [-0.1, 0.2, 0.2], [0.0, 0.0, -0.4], [-0.2, 0.0, -0.2], [0.1, 0.1, -0.1], [0.0, 0.0, 0.0], [0.0, -1.4, 0.2], [-0.4, 0.9, -1.3], [1.3, 0.3, 0.4], [-0.1, -0.5, 0.8], [0.2, 0.2, -0.1], [-0.2, 0.3, 0.1], [0.0, 0.4, -0.1], [0.0, 0.2, 0.4], [-0.3, 0.0, -0.1], [-0.3, -0.3, -0.1], [-0.4, -0.1, 0.1], [0.3, -0.1, -0.2]],
  "homo_lumo_gap_ev": 10.825,
  "multiplicity": 1,
  "e_homo_ha": -0.3723,
  "relative_energy_kcal_mol": 18.27,
  "lumo_energy_ev": 0.694,
  "energy_ev": -15864.048
}

***

[3]
{
  "formula": "C4H9BrN",
  "method": "ωB97M-V/def2-TZVPD",
  "symbols": ["C", "C", "C", "C", "N", "Br", "H", "H", "H", "H", "H", "H", "H", "H", "H"],
  "positions_angstrom": [[0.619, 0.438, 1.113], [0.157, 0.852, -0.199], [1.171, -1.427, -0.457], [-1.885, 1.296, -0.363], [0.228, -0.571, 0.189], [-2.821, -0.320, -0.039], [1.690, 0.356, 1.150], [-0.018, 0.519, 2.010], [0.962, 1.319, -0.797], [2.001, -1.035, -1.032], [1.786, -1.979, 0.332], [0.810, -2.193, -1.234], [-1.870, 1.540, -1.378], [-2.052, 2.193, 0.302], [-0.778, -0.989, 0.401]],
  "atomic_forces_ev_per_a": [[0.2, 0.4, 1.8], [-3.6, 1.2, 0.2], [2.5, -4.1, -0.3], [3.9, 0.2, 1.7], [-2.8, -0.8, -1.9], [0.0, 0.6, 0.2], [0.4, 0.7, 1.0], [0.7, 0.0, -0.4], [-1.1, -0.7, -0.4], [-0.3, 1.6, 0.0], [-1.3, 0.3, -0.8], [-0.5, 1.2, 1.6], [-0.3, 0.3, -1.4], [0.0, -1.5, -0.5], [2.1, 0.7, -0.8]],
  "homo_lumo_gap_ev": 11.367,
  "multiplicity": 1,
  "e_homo_ha": -0.5448,
  "total_charge": 1,
  "relative_energy_kcal_mol": 51.01,
  "lumo_energy_ev": -3.457,
  "energy_ev": -75816.036
}

***

[4]
{
  "formula": "C14H8Cl5N5O2ReS",
  "method": "ωB97M-V/def2-TZVPD",
  "symbols": ["Re", "Cl", "C", "C", "Cl", "C", "Cl", "C", "O", "C", "Cl", "C", "Cl", "C", "N", "C", "C", "N", "C", "S", "H", "H", "H", "H", "H", "H", "N", "C", "O", "C", "C", "N", "C", "N", "H", "H"],
  "positions_angstrom": [[0.105, -0.629, -0.812], [4.198, 5.263, -0.184], [2.978, 4.085, -0.293], [3.332, 2.745, -0.492], [4.957, 2.255, -0.635], [2.315, 1.811, -0.575], [2.645, 0.124, -0.848], [0.984, 2.163, -0.471], [0.027, 1.182, -0.567], [0.624, 3.486, -0.278], [-1.033, 3.900, -0.167], [1.629, 4.452, -0.188], [1.204, 6.082, 0.049], [-3.546, 1.353, 0.450], [-3.435, 0.034, 1.080], [-4.019, -0.313, 2.280], [-3.769, -1.627, 2.489], [-3.036, -2.055, 1.410], [-2.836, -1.040, 0.560], [-2.073, -1.171, -1.022], [-3.504, 2.110, 1.229], [-4.490, 1.421, -0.086], [-2.716, 1.497, -0.235], [-4.562, 0.402, 2.874], [-4.048, -2.279, 3.298], [-2.726, -3.002, 1.246], [2.411, -3.771, 0.498], [1.767, -3.031, -0.375], [0.844, -2.201, 0.091], [2.015, -3.068, -1.766], [3.048, -3.854, -2.339], [3.924, -4.501, -2.707], [1.146, -2.234, -2.440], [0.299, -1.476, -2.755], [3.092, -4.454, 0.192], [2.246, -3.657, 1.486]],
  "atomic_forces_ev_per_a": [[0.2, -0.1, -0.1], [0.0, 0.0, 0.0], [0.0, 0.0, 0.0], [0.0, 0.0, 0.0], [0.0, 0.0, 0.0], [0.0, 0.0, 0.0], [0.0, 0.0, 0.0], [0.0, 0.0, 0.0], [0.0, 0.1, 0.0], [0.0, 0.0, 0.0], [0.0, 0.0, 0.0], [0.0, 0.0, 0.0], [0.0, 0.0, 0.0], [0.0, 0.0, 0.0], [0.0, 0.0, 0.0], [0.0, 0.0, 0.0], [0.0, 0.0, 0.0], [0.0, 0.0, 0.0], [0.0, 0.0, 0.0], [0.0, 0.0, 0.0], [0.0, 0.0, 0.0], [0.0, 0.0, 0.0], [0.0, 0.0, 0.0], [0.0, 0.0, 0.0], [0.0, 0.0, 0.0], [0.0, 0.0, 0.0], [0.0, 0.0, 0.0], [0.0, 0.0, 0.0], [0.0, 0.0, 0.1], [0.0, 0.0, 0.0], [0.0, 0.1, 0.0], [0.0, 0.0, 0.0], [0.0, 0.1, 0.1], [-0.1, 0.0, -0.1], [0.0, 0.0, 0.0], [0.0, 0.0, 0.0]],
  "homo_lumo_gap_ev": [6.330, 6.183],
  "multiplicity": 2,
  "e_homo_ha": [-0.5409, -0.5424],
  "total_charge": 2,
  "relative_energy_kcal_mol": 4.77,
  "lumo_energy_ev": [-8.390, -8.576],
  "energy_ev": -101754.251,
  "s_squared": 0.7551
}

***

[5]
{
  "formula": "Br5Na8",
  "method": "ωB97M-V/def2-TZVPD",
  "symbols": ["Na", "Na", "Na", "Na", "Na", "Na", "Na", "Na", "Br", "Br", "Br", "Br", "Br"],
  "positions_angstrom": [[9.669, 3.608, 6.608], [11.123, 9.406, 7.029], [7.573, 5.929, 9.268], [9.072, 3.585, 10.443], [9.959, 6.513, 3.125], [6.744, 4.086, 7.577], [7.681, 7.784, 5.549], [4.036, 7.400, 5.308], [5.319, 6.541, 7.559], [10.832, 8.730, 4.433], [9.579, 7.350, 7.848], [8.336, 4.889, 4.669], [5.785, 7.843, 3.403]],
  "atomic_forces_ev_per_a": [[1.0, 0.1, -1.0], [0.5, 0.5, -0.2], [-0.5, 2.4, 0.1], [0.8, -0.6, 1.1], [0.2, 0.3, -0.4], [-1.5, 0.0, -1.7], [0.0, 0.2, -0.4], [-0.5, 0.2, -0.4], [1.0, -0.8, 0.7], [-0.4, -0.3, 0.2], [-0.6, -1.4, 0.6], [-0.3, -0.4, 1.1], [0.5, -0.1, 0.5]],
  "homo_lumo_gap_ev": 2.325,
  "multiplicity": 1,
  "e_homo_ha": -0.5867,
  "total_charge": 3,
  "relative_energy_kcal_mol": 9.68,
  "lumo_energy_ev": -13.639,
  "energy_ev": -385529.653
}

***

[6]
{
  "formula": "C4H12",
  "method": "ωB97M-V/def2-TZVPD",
  "symbols": ["C", "C", "H", "H", "H", "H", "H", "H", "C", "C", "H", "H", "H", "H", "H", "H"],
  "positions_angstrom": [[2.117, -2.225, -0.908], [2.096, -0.938, -0.038], [2.135, -3.073, -0.327], [1.250, -2.350, -1.678], [2.789, -2.377, -1.687], [2.882, -0.924, 0.595], [2.148, -0.050, -0.630], [1.244, -1.200, 0.545], [-2.065, 1.831, 1.312], [-2.174, 1.517, -0.174], [-1.953, 0.894, 1.848], [-1.298, 2.572, 1.317], [-2.868, 2.366, 1.725], [-2.673, 0.537, -0.351], [-1.150, 1.076, -0.763], [-2.480, 2.346, -0.784]],
  "atomic_forces_ev_per_a": [[-2.3, 1.6, -2.4], [-1.5, -2.3, -2.8], [-0.1, -2.0, 1.4], [0.3, 0.6, 2.0], [2.6, 0.3, -0.8], [2.8, -0.1, 2.0], [-0.8, 0.6, -0.1], [-1.1, 1.2, 0.6], [0.8, -0.6, -1.7], [2.2, -3.2, -1.8], [0.7, 0.3, 0.4], [1.3, 0.0, 1.0], [-1.7, 0.4, 0.2], [-0.9, 1.2, 0.0], [-1.9, 1.8, 2.1], [-0.6, 0.1, -0.3]],
  "homo_lumo_gap_ev": 11.798,
  "multiplicity": 1,
  "e_homo_ha": -0.3944,
  "relative_energy_kcal_mol": 40.72,
  "lumo_energy_ev": 1.065,
  "energy_ev": -4340.762
}

***

[7]
{
  "formula": "C23H28BrNO6",
  "method": "ωB97M-V/def2-TZVPD",
  "symbols": ["C", "C", "C", "C", "C", "C", "O", "C", "O", "C", "C", "C", "C", "N", "C", "O", "C", "C", "C", "O", "C", "C", "O", "C", "C", "O", "C", "C", "Br", "C", "C", "H", "H", "H", "H", "H", "H", "H", "H", "H", "H", "H", "H", "H", "H", "H", "H", "H", "H", "H", "H", "H", "H", "H", "H", "H", "H", "H", "H"],
  "positions_angstrom": [[-3.592, -1.759, 1.518], [-4.993, -1.163, 1.458], [-5.706, -1.545, 0.163], [-7.142, -1.023, 0.073], [-7.283, 0.501, 0.072], [-6.657, 1.190, -1.140], [-5.235, 1.106, -1.154], [-4.570, 1.891, -0.297], [-5.105, 2.713, 0.412], [-3.114, 1.624, -0.305], [-2.311, 2.294, 0.616], [-0.958, 2.045, 0.670], [-0.378, 1.119, -0.199], [0.994, 0.905, -0.083], [1.798, 0.100, -0.831], [1.412, -0.652, -1.701], [3.248, 0.139, -0.451], [3.898, -1.092, -0.466], [5.240, -1.215, -0.151], [5.887, -2.411, -0.093], [5.178, -3.580, -0.434], [6.001, -0.064, 0.150], [7.321, -0.106, 0.511], [8.195, -1.000, -0.153], [5.369, 1.187, 0.130], [5.932, 2.390, 0.386], [7.328, 2.583, 0.444], [3.999, 1.263, -0.156], [3.295, 3.030, -0.198], [-1.176, 0.454, -1.128], [-2.532, 0.708, -1.177], [-3.634, -2.845, 1.464], [-3.098, -1.480, 2.446], [-2.988, -1.396, 0.689], [-4.912, -0.077, 1.535], [-5.578, -1.514, 2.311], [-5.129, -1.178, -0.686], [-5.738, -2.636, 0.092], [-7.712, -1.414, 0.920], [-7.598, -1.415, -0.840], [-8.346, 0.752, 0.072], [-6.847, 0.923, 0.978], [-6.946, 2.247, -1.143], [-6.977, 0.715, -2.070], [-2.772, 3.006, 1.284], [-0.337, 2.571, 1.381], [1.437, 1.466, 0.633], [3.303, -1.953, -0.721], [5.899, -4.391, -0.345], [4.346, -3.759, 0.253], [4.803, -3.538, -1.460], [7.979, -1.049, -1.223], [8.143, -2.002, 0.273], [9.194, -0.589, -0.002], [7.816, 2.257, -0.477], [7.771, 2.067, 1.296], [7.452, 3.660, 0.557], [-0.728, -0.255, -1.804], [-3.147, 0.194, -1.899]],
  "atomic_forces_ev_per_a": [[-0.2, 0.1, 0.1], [0.1, -0.2, -0.3], [-0.2, 0.0, 0.2], [0.1, 0.1, -0.1], [0.3, -0.2, -0.2], [-0.7, 0.3, 0.3], [0.4, -0.1, -0.1], [-0.1, 0.3, 0.1], [0.0, -0.1, -0.1], [0.2, -0.1, 0.0], [-0.2, -0.1, -0.1], [0.0, -0.1, -0.1], [-0.3, -0.1, -0.1], [0.0, 0.1, 0.3], [0.1, 0.1, 0.1], [-0.1, -0.1, -0.1], [0.5, 0.0, 0.0], [0.0, -0.1, 0.0], [-0.1, 0.2, 0.0], [0.1, 0.4, 0.1], [-0.1, -0.2, 0.0], [0.1, 0.0, -0.1], [-0.6, 0.0, 0.2], [0.4, -0.2, -0.1], [0.0, 0.0, 0.0], [-0.1, -0.4, 0.1], [0.5, 0.1, 0.1], [-0.1, 0.2, 0.0], [-0.2, 0.0, -0.1], [0.2, -0.1, -0.2], [-0.1, 0.3, 0.2], [0.0, -0.1, 0.0], [0.1, 0.0, 0.1], [0.1, 0.0, -0.1], [-0.1, 0.1, 0.1], [-0.1, 0.1, 0.0], [0.1, -0.1, 0.0], [0.1, 0.0, 0.0], [-0.1, -0.1, 0.0], [-0.1, -0.1, 0.0], [0.0, 0.1, 0.0], [-0.1, 0.1, 0.0], [0.0, -0.2, -0.1], [0.0, 0.1, 0.1], [0.0, 0.1, 0.1], [0.1, 0.1, 0.1], [0.1, -0.1, -0.2], [0.0, -0.1, 0.0], [-0.1, 0.0, 0.0], [0.0, 0.0, 0.0], [0.0, 0.0, 0.0], [0.0, 0.0, 0.0], [0.0, 0.1, -0.1], [0.0, 0.0, -0.1], [0.0, 0.0, 0.1], [0.0, 0.1, -0.1], [0.0, -0.1, 0.0], [0.0, 0.0, 0.0], [0.0, -0.1, 0.0]],
  "homo_lumo_gap_ev": 8.891,
  "multiplicity": 1,
  "e_homo_ha": -0.3131,
  "relative_energy_kcal_mol": 0.00,
  "lumo_energy_ev": 0.371,
  "energy_ev": -108122.725
}

***

[8]
{
  "formula": "C14H8F12I2NOTcTe",
  "method": "ωB97M-V/def2-TZVPD",
  "symbols": ["Tc", "F", "C", "C", "C", "C", "C", "F", "C", "C", "C", "C", "C", "C", "N", "H", "H", "H", "H", "H", "H", "I", "C", "I", "H", "H", "F", "Te", "F", "F", "F", "F", "O", "F", "C", "F", "C", "F", "F", "F"],
  "positions_angstrom": [[0.620, 0.269, -0.842], [-0.490, 5.481, -0.257], [-0.502, 4.261, 0.280], [-0.084, 3.186, -0.488], [-0.107, 1.925, 0.083], [-0.535, 1.732, 1.411], [-0.940, 2.852, 2.126], [-1.358, 2.729, 3.394], [-0.934, 4.122, 1.584], [-0.514, 0.351, 1.905], [-0.886, -0.088, 3.171], [-0.810, -1.435, 3.475], [-0.376, -2.341, 2.516], [-0.026, -1.855, 1.278], [-0.083, -0.547, 0.984], [0.259, 3.355, -1.500], [-1.254, 4.974, 2.165], [-1.226, 0.622, 3.906], [-1.093, -1.779, 4.460], [-0.307, -3.399, 2.721], [0.304, -2.509, 0.480], [1.989, -1.968, -3.174], [0.058, -2.104, -4.019], [-1.084, -0.315, -4.051], [-0.502, -2.807, -3.409], [0.121, -2.448, -5.049], [3.387, -3.012, 1.912], [3.613, -2.143, 0.232], [5.408, -2.538, 0.360], [3.059, -3.769, -0.473], [2.362, 0.464, -0.069], [4.029, -1.809, -1.703], [1.265, -1.720, -1.458], [-1.686, -1.544, -1.442], [-1.324, -0.275, -1.705], [1.182, 0.977, -2.516], [-2.601, 0.580, -1.604], [-2.398, 1.772, -2.174], [-2.889, 0.746, -0.316], [-3.652, 0.008, -2.194]],
  "atomic_forces_ev_per_a": [[0.0, -0.2, 0.0], [0.0, 0.0, 0.0], [0.0, 0.0, 0.0], [0.0, 0.0, 0.0], [0.0, 0.1, 0.0], [0.0, 0.0, 0.0], [0.0, 0.0, 0.0], [0.0, 0.0, 0.0], [0.0, 0.0, 0.0], [0.0, 0.0, 0.0], [0.0, 0.0, 0.0], [0.0, 0.0, 0.0], [0.0, 0.0, 0.0], [0.0, 0.0, 0.0], [0.0, 0.1, 0.0], [0.0, 0.0, 0.0], [0.0, 0.0, 0.0], [0.0, 0.0, 0.0], [0.0, 0.0, 0.0], [0.0, 0.0, 0.0], [0.0, 0.0, 0.0], [-0.1, 0.0, 0.1], [0.0, 0.0, 0.0], [0.0, 0.0, 0.0], [0.0, 0.0, 0.0], [0.0, 0.0, 0.0], [0.0, 0.0, 0.0], [0.0, 0.0, 0.1], [0.0, 0.0, -0.1], [0.0, 0.0, 0.0], [0.0, 0.0, 0.1], [0.0, 0.0, -0.1], [0.1, 0.0, -0.1], [0.0, 0.0, 0.0], [0.0, 0.0, 0.0], [0.0, 0.0, 0.0], [0.0, 0.0, 0.0], [0.0, 0.0, 0.0], [0.0, 0.0, 0.0], [0.0, 0.0, 0.0]],
  "homo_lumo_gap_ev": [7.151, 6.679],
  "multiplicity": 4,
  "e_homo_ha": [-0.4357, -0.4362],
  "total_charge": 1,
  "relative_energy_kcal_mol": 24.90,
  "lumo_energy_ev": [-4.704, -5.189],
  "energy_ev": -76480.530,
  "s_squared": 3.7772
}